Entry 1:
Density functional theory data (the ωB97M-V functional and the def2-TZVPD basis) for a molecular structure, C37H31AgF6IN11O3PS.

Geometry as XYZ:
```
92
Properties=species:S:1:pos:R:3:forces:R:3
Ag 0.729 0.168 0.248 -0.4 0.2 -0.1
C -6.805 0.249 -0.273 -0.1 -0.1 -0.1
N -5.632 0.092 0.575 0.2 0.0 -0.1
C -4.506 -0.615 0.382 -0.1 0.0 0.0
N -3.748 -0.572 1.455 0.1 0.1 0.1
C -4.476 0.198 2.304 0.0 0.0 -0.1
N -5.622 0.617 1.815 0.0 0.1 0.1
C -6.566 0.902 -1.614 0.0 0.1 0.1
C -7.131 2.143 -1.888 0.0 0.0 0.0
C -7.025 2.708 -3.152 0.0 0.0 0.0
C -6.334 2.053 -4.156 0.1 0.0 0.0
C -5.733 0.829 -3.880 0.0 0.0 0.2
C -5.860 0.255 -2.618 0.0 0.0 -0.1
C -4.960 0.136 -4.902 0.1 0.0 -0.4
N -4.939 0.310 -6.182 -0.3 0.2 0.3
N -4.039 -0.599 -6.690 0.3 -0.2 0.0
C -3.563 -1.254 -5.684 -0.2 0.2 -0.3
O -4.108 -0.841 -4.515 0.0 -0.1 0.2
C -2.554 -2.302 -5.646 0.1 -0.1 0.1
C -1.905 -2.728 -6.801 -0.1 0.0 0.0
C -0.936 -3.712 -6.705 0.0 0.0 0.0
C -0.579 -4.237 -5.469 0.1 0.1 0.1
C -1.196 -3.782 -4.310 0.0 -0.1 0.0
C -0.769 -4.286 -2.949 0.0 0.0 -0.1
N -0.886 -3.242 -1.943 0.1 0.2 -0.1
C -0.457 -1.978 -2.035 0.2 0.1 -0.1
N -0.713 -1.334 -0.921 -0.3 0.1 0.4
C -1.334 -2.273 -0.152 0.2 -0.1 -0.1
N -1.452 -3.445 -0.736 -0.1 0.0 0.1
C -2.205 -2.838 -4.413 -0.1 0.0 0.0
H -7.501 0.847 0.307 0.0 0.0 0.0
H -7.247 -0.739 -0.424 0.0 0.0 0.0
H -4.269 -1.136 -0.531 0.0 0.0 0.0
H -4.155 0.446 3.302 0.0 0.0 0.0
H -7.677 2.662 -1.109 0.0 0.0 0.0
H -7.491 3.664 -3.352 0.0 0.0 0.0
H -6.246 2.475 -5.148 0.0 0.0 0.0
H -5.427 -0.722 -2.444 0.0 0.0 0.0
H -2.174 -2.288 -7.752 0.0 0.0 0.0
H -0.431 -4.057 -7.598 0.0 0.0 0.0
H 0.203 -4.985 -5.404 0.0 0.0 0.0
H 0.269 -4.626 -2.976 0.0 -0.1 -0.1
H -1.388 -5.122 -2.626 0.0 0.1 0.1
H 0.020 -1.553 -2.904 0.1 -0.1 0.0
H -1.684 -2.077 0.848 -0.1 0.0 0.0
H -2.718 -2.492 -3.526 0.1 0.0 0.0
F 1.911 0.362 -1.964 0.2 0.0 -0.1
P 3.474 0.893 -1.723 -0.2 0.3 0.0
F 3.728 0.810 -3.298 0.0 0.0 0.0
F 3.144 0.951 -0.103 0.1 0.0 -0.1
F 4.959 1.404 -1.439 0.0 0.0 0.0
F 2.943 2.410 -1.860 0.0 -0.1 0.0
F 3.928 -0.642 -1.542 0.1 0.0 0.0
N 2.098 -1.029 6.419 0.0 0.0 0.0
C 1.784 -0.605 5.164 0.0 0.0 -0.1
C 2.763 -0.129 4.285 0.0 0.0 0.1
C 2.400 0.256 3.015 0.0 0.1 0.0
N 1.141 0.219 2.562 0.0 -0.1 0.1
C 0.204 -0.228 3.404 0.0 0.1 0.0
C 0.466 -0.643 4.690 0.0 0.0 0.1
H 3.033 -0.925 6.766 0.0 0.0 0.0
H 1.373 -1.263 7.070 0.0 0.0 0.0
H 3.798 -0.065 4.597 0.0 0.0 0.0
H 3.148 0.621 2.319 0.0 0.0 0.0
H -0.811 -0.235 3.021 0.0 -0.1 0.0
H -0.336 -0.997 5.326 0.0 0.0 0.0
I 2.332 5.443 2.856 -0.1 -0.1 -0.2
C 1.489 4.558 1.155 0.1 0.1 0.2
C 1.316 5.277 -0.015 0.0 -0.1 0.0
C 0.724 4.632 -1.087 0.0 0.1 0.0
C 0.353 3.306 -0.950 -0.1 0.0 0.0
N 0.533 2.616 0.173 0.0 0.0 0.0
C 1.088 3.236 1.213 0.0 0.0 0.0
H 1.641 6.305 -0.092 0.0 0.0 0.0
H 0.570 5.151 -2.023 0.0 0.0 0.0
H -0.101 2.768 -1.773 0.1 0.0 0.0
H 1.210 2.651 2.115 0.0 0.0 0.0
O 6.515 -6.222 -2.375 0.1 -0.1 0.0
C 5.328 -5.738 -2.792 0.1 0.0 -0.1
O 4.889 -6.061 -3.859 0.0 0.0 0.0
C 4.611 -4.801 -1.873 -0.2 0.1 0.2
C 3.663 -3.946 -2.435 0.0 -0.1 -0.1
C 2.905 -3.121 -1.637 0.0 0.0 -0.1
C 3.062 -3.136 -0.242 -0.1 0.0 0.4
S 2.030 -2.242 0.811 0.4 -0.3 -0.1
C 4.048 -3.965 0.316 0.1 -0.1 0.0
C 4.806 -4.791 -0.492 0.1 -0.1 0.0
H 6.791 -5.811 -1.548 0.0 0.1 0.0
H 3.543 -3.945 -3.510 0.0 0.0 0.0
H 2.207 -2.424 -2.075 -0.1 0.0 0.0
H 4.192 -3.964 1.387 0.0 0.0 0.0
H 5.523 -5.457 -0.025 0.0 0.0 0.0
```
Positions in Å, forces in eV/Å.

<S²>: 0.776
M, g/mol: 1089.53
2S+1: 2
Total charge: 0
Energy above the lowest of the compared OMol25 structures with the same formula, charge and spin, kJ/mol: 69.78
LUMO (alpha / beta), eV: -0.3 / -2.4
Electronic energy, eV: -109941.1638

***

Entry 2:
Density functional theory data (the ωB97M-V functional and the def2-TZVPD basis) for a single C4H7N3O molecule in a non-equilibrium geometry.

Geometry as XYZ:
```
15
Properties=species:S:1:pos:R:3:forces:R:3
H 2.491 2.020 -0.128 -2.8 -3.0 -1.7
N 1.708 1.148 -0.407 3.5 3.7 1.7
C 2.359 0.051 -0.161 0.2 3.4 -0.7
N 1.671 -1.105 -0.058 5.4 -3.6 2.5
N 0.365 -1.298 -0.100 -0.7 2.2 0.3
C -0.342 -0.242 -0.305 -3.4 -1.6 -3.3
C -1.834 -0.709 -0.231 4.8 2.1 3.7
C -2.279 0.592 0.549 -5.3 -5.8 0.4
O -2.794 -0.096 -0.821 -2.0 4.0 -0.5
H 3.472 0.289 -0.183 -1.1 -2.3 0.8
H 2.165 -1.802 0.639 -1.3 1.6 -2.4
H -0.174 0.809 -0.738 0.2 -2.2 1.1
H -1.880 -1.748 0.026 -0.5 -0.5 0.6
H -1.833 1.491 0.575 2.0 2.8 -1.2
H -3.095 0.600 1.343 0.9 -0.7 -1.4
```
Positions in Å, forces in eV/Å.

M, g/mol: 113.12
SMILES string: [H]/N=C/N/N=C/[C@H]1CO1
Total charge: 0
Energy above the lowest of the compared OMol25 structures with the same formula, charge and spin, kJ/mol: 689.43
LUMO, eV: 0.7
Electronic energy, eV: -10772.6019

***

Entry 3:
Density functional theory data (the ωB97M-V functional and the def2-TZVPD basis) for a molecular structure, C9H21CeClIO5P2 in a non-equilibrium geometry.

Geometry as XYZ:
```
40
Properties=species:S:1:pos:R:3:forces:R:3
C -0.733 -1.340 -2.562 -0.2 -0.7 -1.3
C -1.256 -0.370 -1.635 -3.6 3.3 0.0
H -1.360 -1.197 -3.439 0.0 -0.3 -0.5
H -0.841 -2.359 -2.170 0.1 0.3 -0.1
H 0.327 -1.161 -2.804 -0.3 0.0 0.2
O -2.098 0.517 -1.621 2.9 -3.0 0.0
I 1.146 -0.089 3.069 -0.4 0.3 -0.6
Ce 0.194 -0.221 0.328 5.5 -4.5 0.1
P -1.735 -2.059 1.374 1.6 1.6 -0.4
C -3.034 -1.204 2.243 -0.5 -0.4 0.2
C -2.413 -3.105 0.107 -0.3 -0.3 0.0
H 0.200 -3.302 2.178 -0.4 0.0 0.0
H -1.409 -3.968 2.653 0.3 -0.1 0.3
H -0.712 -2.515 3.492 -0.1 -0.3 -0.2
C -0.807 -3.059 2.544 -0.1 -0.3 0.1
H -1.616 -3.644 -0.417 -0.2 0.0 0.2
H -3.056 -3.791 0.664 -0.2 -0.3 -0.5
H -3.645 -2.014 2.656 -0.4 0.5 0.3
H -3.614 -0.585 1.549 -0.1 -0.2 0.2
H -2.989 -2.506 -0.607 -0.1 -0.2 0.2
H -2.619 -0.572 3.038 -0.1 -0.3 -0.1
C -1.358 1.208 1.013 -7.6 8.1 4.3
O -2.031 2.087 1.404 3.5 -4.7 -2.1
Cl 1.478 -2.312 -0.337 -0.4 0.4 0.2
C 4.291 2.050 -0.368 1.1 -0.2 0.3
O 3.104 2.575 -0.970 -1.4 -0.7 0.5
P 1.856 1.626 -0.624 2.1 2.6 -2.1
O 0.749 2.842 -0.268 0.6 -1.8 0.2
C 1.152 3.434 1.084 -0.1 -0.1 -0.3
O 1.655 0.874 -2.130 -1.0 0.9 3.2
C 1.047 1.767 -3.075 -0.2 0.2 -1.0
H 4.474 1.032 -0.730 0.2 0.2 0.1
H 4.148 2.050 0.717 0.4 0.0 -0.1
H 5.097 2.722 -0.656 0.0 -0.2 0.1
H 1.041 2.662 1.861 0.0 0.3 -0.3
H 2.195 3.788 1.054 -0.5 -0.1 -0.2
H 0.470 4.270 1.272 0.2 -0.3 -0.3
H 0.037 1.969 -2.712 0.0 0.4 -0.4
H 1.642 2.686 -3.157 -0.3 -0.3 -0.1
H 1.024 1.215 -4.019 0.0 0.4 0.1
```
Positions in Å, forces in eV/Å.

<S²>: 0.797
M, g/mol: 573.68
2S+1: 2
Total charge: +2
Energy above the lowest of the compared OMol25 structures with the same formula, charge and spin, kJ/mol: 417.50
LUMO (alpha / beta), eV: -9.2 / -9.3
Electronic energy, eV: -72023.1526

***

Entry 4:
Density functional theory data (the ωB97M-V functional and the def2-TZVPD basis) for a molecular structure, C28H35N5P2STi in a non-equilibrium geometry.

Geometry as XYZ:
```
72
Properties=species:S:1:pos:R:3:forces:R:3
Ti -0.074 -0.026 -0.105 1.7 -2.2 3.2
C -4.593 -1.337 -7.605 0.4 -0.2 0.0
C -3.822 -0.280 -7.343 0.2 -0.4 -0.1
C -4.192 1.155 -7.121 -0.2 0.3 0.1
C -5.668 1.455 -6.768 0.2 0.3 -0.3
C -6.129 0.764 -5.515 0.0 0.1 0.4
C -6.593 -0.476 -5.365 -0.1 0.0 0.3
C -6.818 -1.558 -6.385 0.1 -0.2 -0.2
C -6.089 -1.405 -7.740 -0.4 -0.2 -0.1
C -0.297 -0.323 2.169 0.6 -0.3 1.6
H -4.082 -2.307 -7.717 -0.2 0.5 0.1
H -2.740 -0.465 -7.289 -0.4 0.0 0.0
H -3.912 1.750 -8.007 0.0 -0.2 0.2
H -3.559 1.540 -6.304 -0.1 -0.1 -0.2
H -5.752 2.547 -6.617 0.0 -0.4 -0.1
H -6.311 1.220 -7.622 0.1 0.1 0.2
H -6.042 1.372 -4.601 -0.1 -0.3 -0.4
H -6.875 -0.777 -4.347 0.1 0.2 -0.3
H -7.898 -1.667 -6.573 0.2 0.1 0.1
H -6.505 -2.512 -5.931 -0.1 0.2 -0.1
H -6.346 -2.291 -8.349 0.1 0.4 0.2
H -6.488 -0.542 -8.284 0.1 -0.2 0.1
H 0.203 -1.297 2.421 -2.2 0.6 1.1
H -1.325 -0.323 2.356 -2.0 0.0 0.2
H 0.233 0.545 2.640 -2.2 -0.7 1.1
P -2.025 1.125 -0.191 -1.8 0.7 -0.6
P 0.170 0.471 -2.277 -0.2 0.3 -2.0
N -3.468 0.234 0.218 0.2 0.2 -0.2
N -2.333 2.576 0.725 0.3 0.2 0.1
N -0.412 -0.809 -3.326 0.3 0.2 0.1
N 1.681 0.920 -2.988 0.0 0.2 -0.3
C -2.309 1.656 -1.942 -0.4 0.3 0.1
C -0.971 1.862 -2.672 0.2 0.2 -0.2
C -3.462 -1.137 0.481 -1.6 0.4 -0.2
C -4.789 -1.555 0.562 0.8 1.0 -0.2
C -5.627 -0.401 0.332 1.7 0.5 -0.1
C -4.778 0.688 0.115 -0.5 -1.5 0.4
C -2.194 2.652 2.119 -0.1 1.4 -0.6
C -2.193 3.998 2.475 -0.1 -0.9 -1.1
C -2.307 4.770 1.260 0.0 -1.4 -0.2
C -2.377 3.868 0.205 0.1 0.4 1.2
C -0.299 -2.158 -2.974 -0.7 0.1 -1.4
C -0.845 -2.914 -4.010 0.2 1.1 0.5
C -1.310 -1.997 -5.018 0.7 0.9 1.3
C -1.029 -0.706 -4.559 -0.2 -1.4 -0.3
C 1.987 1.051 -4.337 1.5 0.7 0.3
C 3.246 1.650 -4.440 -1.3 -0.6 1.2
C 3.710 1.902 -3.094 -1.3 -0.6 0.0
C 2.728 1.445 -2.220 0.5 0.2 -1.3
H -2.944 2.551 -1.979 0.1 -0.3 -0.3
H -2.872 0.826 -2.400 0.2 0.2 0.2
H -1.104 1.974 -3.757 0.0 0.1 0.3
H -0.438 2.759 -2.306 -0.2 -0.3 -0.2
H -2.528 -1.671 0.585 -0.1 0.0 0.1
H -5.120 -2.559 0.768 0.0 0.0 0.0
H -6.698 -0.371 0.339 -0.2 0.0 0.0
H -4.994 1.730 -0.072 0.1 -0.1 0.0
H -2.124 1.756 2.714 0.0 0.1 0.0
H -2.133 4.383 3.478 0.0 0.0 0.1
H -2.345 5.841 1.177 0.0 0.1 0.0
H -2.455 4.037 -0.858 0.0 0.1 0.2
H 0.147 -2.442 -2.031 0.1 -0.1 -0.1
H -0.909 -3.989 -4.039 0.0 0.0 0.0
H -1.791 -2.243 -5.948 -0.1 0.0 0.0
H -1.227 0.253 -5.021 0.1 -0.2 0.1
H 1.319 0.680 -5.099 0.0 0.0 0.1
H 3.769 1.861 -5.352 0.1 0.0 -0.2
H 4.648 2.346 -2.811 0.0 0.0 0.0
H 2.674 1.426 -1.140 0.0 0.0 -0.1
S 1.559 -0.252 1.514 6.2 0.4 -3.2
C 2.471 -0.487 2.869 4.2 -0.7 4.1
N 3.268 -0.645 3.803 -4.5 0.8 -4.7
```
Positions in Å, forces in eV/Å.

<S²>: 2.478
M, g/mol: 583.50
2S+1: 3
Total charge: 0
Energy above the lowest of the compared OMol25 structures with the same formula, charge and spin, kJ/mol: 381.39
LUMO (alpha / beta), eV: -0.5 / -0.6
Electronic energy, eV: -89573.1709